# 1
{
  "formula": "C8H44N10O14",
  "method": "ωB97M-V/def2-TZVPD",
  "charge": 0,
  "symbols": ["O", "H", "H", "O", "H", "H", "O", "H", "H", "O", "H", "H", "O", "H", "H", "O", "H", "H", "O", "H", "H", "O", "H", "H", "C", "O", "N", "N", "H", "H", "H", "H", "C", "O", "N", "N", "H", "H", "H", "H", "C", "O", "N", "N", "H", "H", "H", "H", "C", "O", "N", "N", "H", "H", "H", "H", "C", "O", "N", "N", "H", "H", "H", "H", "C", "C", "C", "O", "H", "H", "H", "H", "H", "H", "H", "H"],
  "coordinates": [[-3.18922, 0.01653, -3.46093], [-2.62725, -0.34880, -4.15884], [-3.09340, 0.97024, -3.54244], [-1.18062, 4.28890, -2.76358], [-1.38420, 3.77639, -1.96980], [-0.22709, 4.43932, -2.71477], [1.59401, -0.62273, -3.04450], [1.42174, -0.44052, -3.97281], [1.93298, 0.20745, -2.69139], [-0.19935, 3.95839, 1.40472], [0.48996, 4.60734, 1.57090], [0.26981, 3.20391, 1.03007], [-2.76544, 3.33071, -0.47065], [-2.84456, 2.90053, 0.38460], [-3.61556, 3.75514, -0.62204], [1.86414, 4.33092, -1.89786], [2.62287, 4.48676, -2.46758], [1.95633, 3.41355, -1.59545], [-2.96475, -0.17398, 0.61679], [-3.45119, -0.74142, 0.00597], [-3.61497, 0.46692, 0.92314], [-0.34689, 1.71209, -4.50675], [-0.09670, 1.37951, -5.37453], [-1.19338, 2.15045, -4.64367], [0.34176, 1.29742, -0.51024], [1.45167, 1.85805, -0.51718], [-0.16975, 0.67947, 0.57904], [-0.38973, 1.13705, -1.63224], [-1.11974, 0.32598, 0.60259], [0.44545, 0.48606, 1.37588], [-1.28181, 0.68482, -1.53603], [-0.09402, 1.53179, -2.51175], [1.19117, -3.90759, -0.36199], [0.87665, -4.99295, -0.82384], [2.47292, -3.44791, -0.31033], [0.25648, -3.04698, 0.16157], [2.63246, -2.55478, 0.11700], [3.20246, -3.98085, -0.74152], [-0.67911, -3.39984, 0.23750], [0.40823, -2.05193, 0.18000], [-1.16360, -3.22811, -4.20933], [-1.43763, -2.50568, -5.16172], [-1.00848, -4.57968, -4.33425], [-0.94583, -2.74181, -2.95709], [-1.21074, -5.03888, -5.20069], [-0.63313, -5.12690, -3.57920], [-0.89695, -1.73887, -2.91951], [-0.75473, -3.32728, -2.16542], [1.70832, -0.72560, 3.43574], [1.48959, 0.26357, 2.73727], [0.67008, -1.42641, 3.95739], [2.96199, -1.10928, 3.78747], [-0.22646, -1.12891, 3.57229], [0.72632, -2.13617, 4.66173], [3.75487, -0.59613, 3.44521], [3.16830, -1.89424, 4.37669], [5.01390, 1.41229, -0.18743], [6.21713, 1.54033, -0.34624], [4.15840, 2.45070, 0.06603], [4.37708, 0.18979, -0.28524], [3.15975, 2.29553, -0.03307], [4.55727, 3.34566, -0.15788], [4.91520, -0.64831, -0.17886], [3.39609, 0.20647, -0.05401], [-2.68801, -1.45582, 5.21388], [-2.80498, -0.63000, 3.95491], [-2.41722, 0.84517, 4.17968], [-2.01452, -1.24999, 2.92983], [-1.63311, -1.49896, 5.50595], [-2.97636, -2.49843, 5.06527], [-3.24497, -1.06951, 6.06448], [-3.85154, -0.63954, 3.62591], [-3.24897, 1.51355, 3.96034], [-1.55805, 1.14704, 3.57557], [-2.10404, 1.00497, 5.21286], [-2.35735, -0.90598, 2.09439]]
}


# 2
{
  "formula": "C39H34ClInN3SSi2",
  "method": "ωB97M-V/def2-TZVPD",
  "charge": 1,
  "de_lowest_ev": 0.575,
  "symbols": ["C", "C", "C", "H", "C", "C", "H", "H", "H", "H", "In", "Si", "C", "C", "H", "C", "H", "C", "H", "C", "H", "C", "H", "C", "C", "H", "C", "H", "C", "H", "C", "H", "C", "H", "H", "Si", "C", "C", "H", "C", "H", "C", "H", "C", "H", "C", "H", "C", "C", "H", "C", "H", "C", "H", "C", "H", "C", "H", "H", "Cl", "N", "C", "C", "C", "C", "C", "C", "N", "C", "C", "C", "S", "C", "N", "H", "H", "H", "H", "H", "H", "H"],
  "coordinates": [[-0.95846, 5.22863, -0.45160], [0.28993, 4.77746, 0.06386], [0.87806, 3.93223, -0.91767], [0.73641, 5.09082, 1.00336], [-0.00933, 3.85669, -2.02025], [-1.15562, 4.63985, -1.72826], [-1.98835, 4.84825, -2.39539], [-1.58402, 5.99543, -0.00322], [1.86061, 3.48219, -0.86392], [0.17979, 3.32971, -2.94595], [-1.39348, 2.28195, 0.39242], [-0.00612, -5.02875, -0.27042], [1.03862, -5.52436, 1.20030], [0.98863, -6.81702, 1.75229], [0.32207, -7.56858, 1.32343], [1.81409, -7.14874, 2.83642], [1.78852, -8.16056, 3.25644], [2.68619, -6.18854, 3.37734], [3.32762, -6.44569, 4.22997], [2.75066, -4.90182, 2.81566], [3.44943, -4.16078, 3.21856], [1.93913, -4.58051, 1.72375], [2.02368, -3.59502, 1.26452], [0.92140, -5.48993, -1.83164], [2.29536, -5.79461, -1.77884], [2.78060, -5.97084, -0.81615], [3.04523, -5.90796, -2.95700], [4.11359, -6.13792, -2.90612], [2.41811, -5.76117, -4.20224], [3.00756, -5.81684, -5.12330], [1.02555, -5.59642, -4.26219], [0.52605, -5.58398, -5.23396], [0.27851, -5.48272, -3.08412], [-0.80915, -5.40947, -3.12549], [0.06435, -3.56370, -0.27839], [0.09470, 0.17447, 0.03707], [0.95662, 0.25922, -1.60926], [2.32932, -0.03123, -1.67909], [2.90540, -0.20631, -0.76725], [2.96626, -0.05332, -2.92236], [4.04136, -0.24068, -2.98042], [2.21866, 0.17021, -4.08477], [2.70012, 0.13456, -5.05730], [0.85448, 0.47880, -4.02046], [0.27275, 0.70998, -4.91640], [0.22072, 0.49643, -2.77867], [-0.84505, 0.72480, -2.69470], [1.30046, 0.04715, 1.42690], [2.02560, 1.21657, 1.70280], [1.77783, 2.14036, 1.17025], [3.04007, 1.19363, 2.65801], [3.60502, 2.11114, 2.84491], [3.32461, -0.00895, 3.31618], [4.13258, -0.02569, 4.04092], [2.57012, -1.16777, 3.08475], [2.79159, -2.09175, 3.62469], [1.54013, -1.13203, 2.14676], [0.92701, -2.01659, 1.98866], [-1.46634, -5.44092, -0.15841], [-1.10277, -1.47481, 0.09971], [-4.94758, 4.57565, 1.11767], [-4.28695, 5.31793, 2.10107], [-4.70905, 6.45925, 2.76955], [-3.73344, 7.14731, 3.52397], [-2.39401, 6.69708, 3.55719], [-1.99213, 5.57317, 2.81060], [-2.95266, 4.87232, 2.07966], [-2.84272, 3.85068, 1.13243], [-4.05414, 3.73123, 0.53870], [-4.34215, 2.80374, -0.52383], [-5.52525, 2.54376, -1.17948], [-5.32250, 1.21408, -2.29590], [-3.66434, 1.08647, -1.84714], [-3.29902, 1.98200, -0.92624], [-5.94272, 4.60153, 0.88790], [-5.75979, 6.77941, 2.68715], [-4.01548, 8.04975, 4.07981], [-1.67040, 7.25493, 4.17247], [-0.95881, 5.23695, 2.78607], [-6.42844, 3.11237, -0.99228], [-2.98492, 0.31585, -2.21405]]
}


# 3
{
  "formula": "C3H7NO3",
  "method": "ωB97M-V/def2-TZVPD",
  "charge": 0,
  "de_lowest_ev": 1.478,
  "symbols": ["C", "C", "C", "H", "H", "H", "H", "H", "H", "H", "N", "O", "O", "O"],
  "coordinates": [[-1.16339, -1.04175, -0.12342], [0.09593, -0.50840, 0.01197], [0.26234, 0.93815, -0.08342], [2.77992, 0.15217, -0.21590], [3.15855, -0.89720, 0.70004], [-2.29690, 0.63214, -0.07384], [-3.20523, -0.81947, 0.12603], [-1.23190, -2.12678, 0.01295], [0.97780, -1.01620, 0.27388], [-0.48003, 2.66515, -0.02149], [-2.35220, -0.39265, -0.20985], [2.87695, -0.76862, -0.22531], [-0.79238, 1.73408, -0.04018], [1.37053, 1.44937, -0.13146]]
}


# 4
{
  "formula": "C8H16N2",
  "method": "ωB97M-V/def2-TZVPD",
  "charge": 0,
  "de_lowest_ev": 4.470,
  "symbols": ["C", "C", "C", "C", "C", "C", "C", "C", "N", "N", "H", "H", "H", "H", "H", "H", "H", "H", "H", "H", "H", "H", "H", "H", "H", "H"],
  "coordinates": [[2.28955, -0.22487, 0.19911], [1.78577, -1.54127, -0.19267], [1.32203, 0.61527, 1.12101], [0.40224, -1.31575, -0.93832], [-0.00514, 0.87523, 0.55093], [-0.45221, -0.55827, 0.06413], [-0.06097, 1.84993, -0.63403], [-2.94977, 0.45117, 0.04672], [-1.42683, -1.20104, 0.81975], [-2.21585, -0.61249, -0.38285], [3.34514, -0.35939, 0.56427], [2.21639, 0.35903, -0.71876], [2.49358, -2.09252, -0.80432], [1.72340, -2.15328, 0.68048], [1.07132, 0.05051, 1.95752], [1.82609, 1.49829, 1.35588], [0.35631, -0.78786, -1.90007], [-0.08993, -2.34640, -1.05843], [-0.62949, 1.29423, 1.38967], [1.02174, 1.96760, -1.12005], [-0.55118, 2.82629, -0.53244], [-0.64180, 1.38512, -1.40294], [-2.44908, 1.35738, 0.32231], [-3.38531, 0.56633, -0.90160], [-3.67029, 0.25594, 0.80837], [-1.32568, -2.15919, 0.70633]]
}


| no. | gap between HOMO and LUMO (eV) | largest force on an atom (eV Å⁻¹) |
| --- | --- | --- |
| 1 | 9.049 | 1.28 |
| 2 | 5.743 | 2.48 |
| 3 | 9.254 | 3.68 |
| 4 | 9.654 | 7.24 |